The following is a DFT calculation (ωB97M-V/def2-TZVPD) of a cluster of 6 separate species, C20H40Cl4O12 in total.

Computed properties:
SMILES   CCOC(=O)OC.CCOC(=O)OC.CCOC(=O)OC.CCOC(=O)OC.ClCCCl.ClCCCl
HOMO-LUMO gap   10.79 eV
2S+1   1
HOMO energy   -10.57 eV
E_tot   -96049.765 eV
Net charge   0
Relative energy (zero: lowest compared OMol25 entry of this formula, charge and spin)   0.00 kJ/mol

Cartesian coordinates (Å):
C  -1.6182  -2.7989  -6.4635
C  -1.5540  -4.1049  -5.6989
O  -1.9390  -3.7599  -4.3252
C  -2.1784  -4.7714  -3.5093
O  -2.1297  -5.9373  -3.7968
O  -2.4727  -4.2802  -2.3008
C  -2.7661  -5.2699  -1.3177
H  -0.7211  -2.2270  -6.2439
H  -2.4908  -2.2676  -6.0931
H  -1.7263  -2.9430  -7.5358
H  -0.5826  -4.5923  -5.6296
H  -2.2767  -4.8528  -6.0300
H  -3.7012  -5.7778  -1.5623
H  -2.9059  -4.7412  -0.3813
H  -1.9750  -6.0138  -1.2745
C  -0.0895  3.8828  0.9857
C  -1.4746  3.7432  1.5585
O  -1.6829  2.3726  1.9264
C  -2.8631  2.0234  2.4175
O  -3.8068  2.7434  2.5721
O  -2.8167  0.7147  2.7038
C  -3.9067  0.2383  3.4881
H  0.6750  3.4854  1.6607
H  0.2073  4.9092  0.7861
H  0.0083  3.2647  0.0914
H  -2.2544  4.0211  0.8503
H  -1.5643  4.3595  2.4564
H  -4.8561  0.5137  3.0275
H  -3.8728  0.6243  4.5063
H  -3.8460  -0.8458  3.5175
C  2.4081  -3.8497  1.0298
C  1.9272  -2.6453  0.2511
O  3.0737  -1.8587  -0.1409
C  2.8286  -0.5853  -0.4157
O  1.7384  -0.0768  -0.5237
O  3.9816  0.0586  -0.5271
C  3.8834  1.4588  -0.6423
H  2.9770  -3.5547  1.9171
H  3.0938  -4.4665  0.4517
H  1.5319  -4.4068  1.3561
H  1.1754  -2.0738  0.7877
H  1.4881  -3.0106  -0.6858
H  3.5644  1.7351  -1.6517
H  4.8595  1.8797  -0.4302
H  3.1598  1.8929  0.0503
C  1.0165  0.4173  2.7166
C  0.7909  1.3394  3.8858
O  1.6312  0.9365  4.9577
C  1.8285  1.8141  5.9310
O  1.3813  2.9277  5.9870
O  2.6379  1.2582  6.8382
C  2.6051  1.8578  8.1271
H  0.8091  -0.6209  2.9928
H  2.0476  0.4641  2.3611
H  0.3309  0.6562  1.9057
H  -0.2545  1.2581  4.1994
H  0.9280  2.3750  3.5748
H  2.9287  2.8974  8.0885
H  3.2614  1.2752  8.7653
H  1.6013  1.8273  8.5570
Cl  -0.0538  5.4377  -3.4421
C  0.8510  3.8954  -3.3704
C  0.5342  2.9993  -4.5224
Cl  1.2404  3.5970  -6.0795
H  0.6355  3.4052  -2.4222
H  1.9002  4.1827  -3.3706
H  -0.5148  2.7815  -4.6921
H  1.0446  2.0390  -4.4444
Cl  -1.4344  -0.1590  -4.2588
C  -0.5296  -0.5066  -2.7728
C  -1.2723  -0.0097  -1.5593
Cl  -1.5834  1.7346  -1.5853
H  0.4056  0.0497  -2.8061
H  -0.3472  -1.5742  -2.6923
H  -0.7088  -0.2351  -0.6552
H  -2.2212  -0.5308  -1.4263

Atoms 1-6, force components in eV/Å:
0.2 -0.4 0.3
-0.7 -0.3 0.7
0.2 0.4 -0.2
0.1 0.0 -0.1
0.0 -0.3 0.0
0.1 0.2 0.0

Atom charges from the Löwdin analysis, given in e for atoms 1 to 4: C -0.08; C -0.18; O 0.01; C -0.63